A) 20
Properties=species:S:1:pos:R:3 method="wB97M-V/def2-TZVPD" e_homo_ev=-9.0006 multiplicity=1 smiles="C=C(C)CCCN"
C 2.1995 0.7994 0.9220
C 1.6196 -0.1531 0.2013
C 2.1501 -1.5690 0.1782
C 0.4184 0.1432 -0.6685
C -0.9198 -0.0787 0.0690
C -1.9841 0.9636 -0.3905
N -3.3734 0.4969 -0.4135
H 1.8520 1.8204 0.8257
H 3.0379 0.6290 1.5876
H 3.1529 -1.6524 -0.2596
H 1.5171 -2.1956 -0.4426
H 2.2685 -2.0117 1.1747
H 0.4899 1.1948 -0.9627
H 0.4964 -0.4738 -1.5618
H -0.6902 0.0855 1.1234
H -1.3747 -1.0650 -0.0425
H -1.9394 1.7802 0.3309
H -1.7522 1.3057 -1.3964
H -3.7303 0.4172 0.5319
H -3.4383 -0.4364 -0.8065

B) 20
Properties=species:S:1:pos:R:3 method="wB97M-V/def2-TZVPD" e_homo_ev=-7.6092 multiplicity=1 smiles="CC/C(C)=C(/C)N"
C 2.0296 -0.5699 1.3111
C 1.4524 0.1489 0.0841
C -0.0658 0.3476 0.1084
C -0.7270 0.6687 1.4690
C -0.8143 0.3190 -1.0157
C -2.1509 -0.4421 -1.0430
N -0.2811 0.5318 -2.3152
H 2.9420 -1.1214 1.0590
H 2.3103 0.0530 2.1631
H 1.3097 -1.3285 1.6406
H 1.6292 -0.3852 -0.8422
H 1.9781 1.1068 0.0425
H -1.3572 -0.1800 1.7714
H -1.2806 1.6000 1.4437
H 0.0392 0.7238 2.2366
H -2.7805 -0.1870 -1.8901
H -2.6528 -0.2712 -0.0954
H -1.8866 -1.5018 -1.0024
H 0.6732 0.8613 -2.3479
H -0.3668 -0.3737 -2.7776

Which one sits at the top of the stability order? A) does.

A) 20
Properties=species:S:1:pos:R:3 method="wB97M-V/def2-TZVPD" e_homo_ev=-9.2511 multiplicity=1 smiles="C=C(C)[C@H](C)NC"
C 1.8470 -1.5610 -0.4378
C 0.6037 -1.1162 -0.5029
C -0.4427 -1.6679 -1.4116
C 0.1440 0.1883 0.5222
C -1.0884 -0.1897 1.3202
N -0.0760 1.1674 -0.4587
C -0.2629 2.5981 0.3724
H 2.1731 -2.4386 -0.9831
H 2.5976 -1.0969 0.1869
H -1.2211 -2.1714 -0.8365
H -0.9114 -0.8603 -1.9721
H -0.0250 -2.3983 -2.1067
H 1.0045 0.3717 1.1858
H -0.9520 -1.1799 1.7527
H -1.9638 -0.1935 0.6762
H -1.2472 0.5180 2.1320
H 0.7715 1.3001 -1.0058
H -1.2672 2.5955 0.7873
H 0.4789 2.7620 1.1632
H -0.1627 3.3727 -0.3836

B) 20
Properties=species:S:1:pos:R:3 method="wB97M-V/def2-TZVPD" e_homo_ev=-9.0562 multiplicity=1 smiles=CC[C@H]1[C@@H](C)N1C
C 1.6544 0.9388 -1.2747
C 1.7345 -0.1541 -0.2123
C 0.4618 -0.5100 0.4994
C -0.7559 0.2620 0.9325
C -1.2411 1.6852 0.6845
N -0.7853 -0.6535 -0.1951
C -1.3912 -1.9650 -0.1654
H 0.9257 0.7022 -2.0598
H 2.6366 1.0497 -1.7419
H 1.3715 1.9106 -0.8498
H 2.4580 0.0978 0.5761
H 2.0889 -1.1042 -0.6494
H 0.7172 -1.3381 1.2040
H -1.0757 -0.1115 1.9091
H -2.3236 1.7234 0.8797
H -0.7759 2.4200 1.3520
H -1.0894 2.0015 -0.3515
H -1.0396 -2.5060 -1.0522
H -1.0883 -2.5398 0.7249
H -2.4828 -1.9089 -0.2102

C) 20
Properties=species:S:1:pos:R:3 method="wB97M-V/def2-TZVPD" e_homo_ev=-8.4822 multiplicity=1 smiles="C=CCCCNC"
C -1.5388 3.0124 0.3823
C -1.2427 1.6980 0.1311
C 0.3327 1.3140 -0.1222
C 0.8621 0.4438 1.1256
C 1.0243 -1.1271 0.5525
N 0.0016 -1.9980 0.0506
C 0.1033 -2.6272 -1.2896
H -2.4868 3.3700 0.3277
H -0.7568 3.7367 0.1885
H -1.9456 0.8035 0.0892
H 0.7625 2.2420 -0.1668
H 0.3361 0.5374 -0.9607
H -0.0823 0.5331 1.8845
H 1.7700 0.7794 1.5503
H 1.7298 -0.9895 -0.3091
H 1.6453 -1.7681 1.2391
H -0.9545 -1.4941 0.1176
H 1.1608 -2.5967 -1.6432
H -0.4904 -2.2327 -2.0364
H -0.2305 -3.6370 -1.1110

D) 20
Properties=species:S:1:pos:R:3 method="wB97M-V/def2-TZVPD" e_homo_ev=-7.2057 multiplicity=1
C -1.9443 -1.0644 -0.5566
C -0.6841 -1.9380 -0.3354
C 0.4757 -1.2525 -1.0028
C 0.7968 -0.0287 -0.4546
C 0.4856 0.5084 0.8163
N 0.3703 1.9560 0.9952
C 1.6598 0.9675 -1.2653
H -2.0546 -0.8258 -1.6211
H -2.8195 -1.6129 -0.1450
H -1.8092 -0.1498 0.0343
H -0.8513 -2.9827 -0.6426
H -0.5757 -2.1104 0.7666
H -0.2572 1.9257 3.6906
H 0.9498 -1.4883 -1.9534
H -0.1847 1.2029 3.5083
H -0.5669 1.9338 1.4241
H 1.4179 1.2938 1.0938
H 2.4386 0.3560 -1.7787
H 2.1526 1.7306 -0.6494
H 1.0005 1.5789 -1.9243

Which one sits at the top of the stability order? B) does.

A) 14
Properties=species:S:1:pos:R:3 method="wB97M-V/def2-TZVPD" e_homo_ev=-9.7297 multiplicity=1
C -0.3320 -1.8040 0.1463
C -0.4140 -0.3731 0.6580
C 0.5458 0.6605 -0.1267
C -0.3053 1.8375 -0.4233
N 1.6857 0.7246 -0.7101
Cl 2.7000 -0.6223 -0.4540
H -0.5037 -2.4296 1.0220
H 0.6599 -2.0009 -0.1284
H -0.8877 -2.0536 -0.7275
H -1.3499 0.1258 0.4646
H -0.1479 -0.2960 1.7058
H -0.6352 1.7727 -1.4463
H 0.1919 2.7670 -0.1202
H -1.2076 1.6914 0.1397

B) 14
Properties=species:S:1:pos:R:3 method="wB97M-V/def2-TZVPD" e_homo_ev=-8.8198 multiplicity=1
C -0.8369 1.6317 -0.0055
C -0.3455 0.1759 0.0149
C -1.2332 -0.8222 -0.1246
Cl -2.9651 -0.8209 -0.0176
C 1.1013 -0.1219 -0.1351
N 1.3285 -1.5416 0.0023
H -0.0527 2.3962 0.0080
H -1.3227 1.7077 0.9688
H -1.5614 1.8902 -0.7786
H -0.8706 -1.8419 -0.2177
H 1.6135 0.4969 0.6476
H 1.4591 0.2705 -1.0433
H 2.2551 -1.7922 -0.3686
H 1.4305 -1.6285 1.0493

C) 14
Properties=species:S:1:pos:R:3 method="wB97M-V/def2-TZVPD" e_homo_ev=-8.9763 multiplicity=1 smiles="CC1=CC1.NCl"
C 0.0412 -1.4503 0.0254
C 1.1020 -0.4524 0.1316
C 2.1973 0.1622 0.4195
C 1.2603 0.8998 -0.4869
H -1.0021 -1.0463 0.2900
H 0.2580 -2.2636 0.6358
H 0.0865 -1.9143 -0.9154
H 3.0572 0.3498 0.9287
H 0.7642 1.6544 -0.0381
H 1.5920 0.8857 -1.5807
N -2.7024 0.7835 0.4605
Cl -4.0862 -0.1392 -0.2487
H -3.2876 1.1840 1.1699
H -2.4473 1.4514 -0.2598

Which one sits at the top of the stability order? B) does.

A) 14
Properties=species:S:1:pos:R:3 method="wB97M-V/def2-TZVPD" e_homo_ev=-8.3803 multiplicity=1
C 2.4945 -1.3088 1.0891
N 1.5199 -0.9432 0.3025
O 0.4064 -0.3702 1.0759
C -0.3985 0.1778 0.0579
N -0.5112 0.2875 -1.2404
O 0.0074 -0.6309 -2.1551
N -1.0516 1.1751 0.7524
N -2.3073 1.6688 0.1807
H 3.2794 -1.7164 0.3125
H 2.2843 -1.4225 2.1040
H 0.7113 -1.3783 -1.5134
H -0.8030 1.7933 1.4628
H -2.0133 1.5866 -0.7478
H -2.8934 0.6142 0.1676

B) 14
Properties=species:S:1:pos:R:3 method="wB97M-V/def2-TZVPD" e_homo_ev=-8.6441 multiplicity=1
C 1.4270 0.3242 0.6279
C -1.5220 0.3608 -0.5646
H 2.9400 -1.7233 -0.8588
H 1.9887 0.1879 1.5978
H 0.0300 1.8322 1.3657
H 0.0141 1.4319 -1.3519
H -2.1012 0.3013 -1.5002
H -2.6121 -2.3052 0.5855
N 1.7243 -0.3557 -0.3764
N 0.4253 1.2906 0.5289
N -0.5002 1.3015 -0.4931
N -1.7368 -0.4884 0.3673
O 2.9393 -1.1169 -0.1135
O -3.0165 -1.0406 0.1855

Which one sits at the top of the stability order? B) does.

A) 5
Properties=species:S:1:pos:R:3 method="wB97M-V/def2-TZVPD" e_homo_ev=-10.1102 multiplicity=1 smiles=F[Si](Cl)(Br)Br
F 0.0295 0.5353 -1.1774
Si 0.0579 -0.2888 0.1812
Cl 0.3003 0.8315 1.7789
Br 1.4417 -1.9031 -0.2048
Br -2.6714 -1.0511 0.2176

B) 5
Properties=species:S:1:pos:R:3 method="wB97M-V/def2-TZVPD" e_homo_ev="-9.7806 / -9.7767" multiplicity=1
F 1.3037 0.6201 -1.7240
Si -0.8483 -0.1900 0.3917
Cl -0.1841 0.7221 2.0472
Br -1.1711 -2.2509 0.8146
Br -2.5570 0.4787 -0.7467

Which one sits at the top of the stability order? A) does.

A) 23
Properties=species:S:1:pos:R:3 method="wB97M-V/def2-TZVPD" e_homo_ev=-8.3233 multiplicity=1
C -1.0025 0.0570 -1.5315
C -0.5904 1.5380 -1.3279
S -1.4303 2.2269 0.0786
C -0.9593 -0.7086 -0.2423
N 0.4026 -0.8041 0.2894
C 0.5362 -0.6397 1.7463
C 1.1151 -1.9158 -0.2889
H -0.3864 -0.3895 -2.3181
H -1.9994 0.0887 -1.9635
H 0.4777 1.5506 -1.0883
H -0.6907 2.1460 -2.3017
H -2.3259 -0.0605 1.1308
H -1.3810 -1.6924 -0.4383
H -1.6347 -0.1112 0.4333
H 1.6022 -0.8813 1.9489
H 0.4829 0.4165 1.9786
H -0.0765 -1.3516 2.3172
H 1.2261 -1.7949 -1.3695
H 2.1545 -1.9196 0.0143
H 0.6071 -2.8732 -0.1311
H 0.5246 2.4904 1.1496
H 1.8718 2.1922 0.5353
O 1.4762 2.4363 1.3788

B) 23
Properties=species:S:1:pos:R:3 method="wB97M-V/def2-TZVPD" e_homo_ev=-8.6730 multiplicity=1 smiles=CN(C)CCCS.O
C -1.8094 0.7328 0.3684
N -0.5256 -0.0532 0.2801
C -0.7725 -1.1214 -0.7804
C -0.1055 -0.4943 1.5989
C 1.3917 -0.8613 1.6275
C 2.2137 -0.3051 0.4419
S 2.1744 1.5486 0.1468
H -2.3558 0.5883 -0.5535
H -1.4750 1.7633 0.5216
H -2.4185 0.4808 1.2548
H 0.0824 -1.0497 -1.4195
H -1.7258 -1.0202 -1.2917
H -0.6869 -2.0954 -0.1908
H -0.6047 -1.3033 2.0173
H -0.3468 0.2382 2.4357
H 1.3756 -1.9762 1.5490
H 1.8964 -0.4818 2.5097
H 1.7388 -0.6248 -0.4854
H 3.2933 -0.5613 0.3631
H 0.8813 1.6735 0.2446
O -0.9479 1.4688 -3.8365
H -0.8158 1.1149 -2.9307
H -0.4574 2.3388 -3.8709

Which one sits at the top of the stability order? B) does.

A) 18
Properties=species:S:1:pos:R:3 method="wB97M-V/def2-TZVPD" e_homo_ev=-7.9433 multiplicity=1
C 0.7794 -0.7120 1.1158
C -0.2073 -1.1120 0.1250
C -0.0871 1.7078 -0.4432
C -1.1545 -0.3644 -0.4364
C -0.9900 -2.3807 -0.4508
C -1.8854 -1.4030 -1.2495
C 1.8338 2.5725 0.5282
N 1.1784 0.4717 1.3553
N 0.7759 1.5542 0.5282
O -1.2152 1.0104 -0.6233
H 1.1346 -1.5060 1.6807
H -0.4592 -2.9372 -1.0933
H -1.3368 -2.9585 0.3196
H -2.8867 -1.4104 -0.9180
H -1.6797 -1.0381 -2.3170
H 2.7915 2.2780 0.1499
H 1.2541 3.3717 0.0629
H 2.1542 2.8558 1.6660

B) 18
Properties=species:S:1:pos:R:3 method="wB97M-V/def2-TZVPD" e_homo_ev=-9.7130 multiplicity=1 smiles="CCc1cccc(N=O)n1"
C -2.0591 -1.9614 1.3873
C -0.5768 -2.0446 1.4123
C 0.1116 -1.0191 0.6526
C 1.5111 -0.9626 0.6141
C 2.1627 0.0740 -0.1145
C 1.4146 0.9674 -0.8319
C 0.0194 0.9138 -0.7077
N -0.9081 1.7354 -1.3449
O -0.4555 2.9534 -1.5683
N -0.6682 -0.0927 -0.0062
H -2.3210 -1.9108 0.5277
H -2.5145 -0.9534 1.7355
H -2.6592 -2.9692 2.0167
H -0.3840 -1.9777 2.5016
H -0.0769 -3.1490 1.3361
H 1.9471 -1.6799 1.0749
H 3.2279 -0.0416 -0.1511
H 1.9575 1.7508 -1.5100

Which one sits at the top of the stability order? B) does.

A) 19
Properties=species:S:1:pos:R:3 method="wB97M-V/def2-TZVPD" charge=+1 e_homo_ev=-14.7729 multiplicity=1
C -0.6024 1.8160 0.2097
C 0.9243 0.9925 -0.4029
C 0.5918 -0.5064 -0.6476
C -0.3600 -0.9737 0.4791
C -1.7568 -0.3355 0.2787
O -2.0943 0.1823 -0.9041
O 1.9551 0.9926 0.5101
O 1.6711 -1.3623 -0.5412
O -0.4303 -2.3276 0.5520
O -1.8497 1.0437 0.1772
H -0.4894 2.1032 1.2021
H -0.9035 2.6878 -0.5481
H 0.9674 1.4422 -1.4057
H 0.2312 -0.8407 -1.5565
H -0.0033 -0.6567 1.4164
H -2.5092 -0.7785 0.7635
H 2.8397 1.0681 0.1575
H 1.8391 -1.6495 0.3521
H -0.0208 -2.8974 -0.0925

B) 19
Properties=species:S:1:pos:R:3 method="wB97M-V/def2-TZVPD" charge=+1 e_homo_ev=-14.6112 multiplicity=1
C 0.8800 -0.3816 1.2503
C 0.0291 -1.2125 0.2426
C -0.6357 -0.3579 -0.8581
C 0.1429 0.9233 -1.0754
C 0.1082 1.6551 0.1753
O 1.0764 2.0594 0.9616
O -0.8862 -2.0299 1.0076
O -2.0082 -0.1297 -0.5104
O 1.4166 0.6261 -1.5080
O 0.2976 1.0466 1.4374
H 0.7712 -0.8608 2.1929
H 1.9175 -0.2563 1.0273
H 0.7001 -1.9739 -0.1006
H -0.8140 -0.9241 -1.7645
H -0.3675 1.7018 -1.6953
H -1.3871 2.2528 0.4444
H -0.8905 -2.8989 0.6313
H -2.1221 -0.4458 0.4236
H 1.7718 1.2062 -2.2819

Which one sits at the top of the stability order? A) does.

A) 49
Properties=species:S:1:pos:R:3 method="wB97M-V/def2-TZVPD" e_homo_ev=-8.5129 multiplicity=1
O -0.3677 2.2033 1.9461
C -0.6237 1.9439 0.6523
N 0.3146 2.2008 -0.3457
H 0.1627 2.0483 -1.2529
C 1.6328 2.9419 -0.0683
H 1.6375 3.3799 1.1080
H 2.0668 3.5855 -0.4865
C 2.7252 1.5791 0.1009
O 2.1242 0.5518 0.8558
H 1.6829 0.8964 1.7604
C 4.1286 1.8832 0.8510
C 5.2755 2.1409 -0.0237
C 6.2076 2.7463 0.5055
C 6.3852 2.8089 1.9797
C 5.2514 2.8242 2.6201
C 4.0503 2.3830 2.3200
H 3.0275 2.3637 2.8488
H 5.2472 3.0709 3.8809
H 7.2768 3.1092 2.2963
H 7.2118 2.6269 0.1118
H 5.1307 1.9393 -1.0735
H 2.9780 1.0817 -0.6008
C -1.6957 1.2716 0.2525
C -1.6974 0.4062 -0.6544
C -2.7756 -0.2280 -1.4711
C -4.1767 0.1048 -0.6546
C -4.2476 1.2213 0.4339
C -2.8878 1.5165 0.7936
H -2.9239 2.4084 1.8001
H -5.1291 1.3166 0.9816
H -4.9627 -0.3922 -1.0365
S -2.8152 -1.3356 -2.6144
O -4.1412 -1.5604 -3.1238
O -1.7415 -1.0409 -3.3183
N -2.6037 -2.7468 -1.6559
C -1.2386 -3.1542 -1.0088
H -0.5283 -2.6132 -1.8970
C -1.1651 -4.5024 -0.3986
H -0.1740 -4.5996 -0.0519
O -2.0356 -4.9548 0.2740
C -3.5606 -4.7615 -0.3623
H -4.0727 -5.1608 0.4606
C -3.6389 -3.2057 -0.7960
H -4.6452 -3.0475 -1.3932
H -3.6362 -2.6745 0.0282
H -3.5880 -5.3779 -1.4695
H -1.2059 -4.9902 -1.5504
H -1.4577 -2.2996 -0.0995
H -0.7809 0.0913 -1.4544

B) 49
Properties=species:S:1:pos:R:3 method="wB97M-V/def2-TZVPD" e_homo_ev=-7.7412 multiplicity=1
C -6.4470 -0.8792 0.9077
H -6.5441 -0.8676 -0.2531
O -5.0383 -1.2618 1.0768
C -4.0314 -0.7448 0.6380
C -2.8693 -1.5049 0.8996
C -1.7158 -0.9089 0.7458
C -1.7139 0.1985 0.0973
C -2.8032 0.9860 -0.5886
C -4.0826 0.4916 -0.2077
O -5.1607 1.0225 -0.4931
C -5.1934 2.4502 -1.2291
H -6.2755 2.6381 -1.5150
H -4.6237 1.8992 -2.3242
H -4.5924 3.1362 -0.6733
H -2.6785 1.8416 -1.1855
S -0.1323 0.9940 -0.4242
O -0.2296 2.0334 -1.2998
O 0.7490 -0.0517 -1.0254
N 0.6579 1.6213 0.8849
C 1.8964 1.8788 0.9414
C 2.2566 3.1367 0.4776
C 3.5264 3.5605 0.6303
C 4.6056 2.5993 0.6907
C 4.1744 1.2185 1.0098
C 2.8913 0.9931 0.6609
C 2.5007 -0.5589 1.0409
O 1.5421 -1.0638 1.8521
N 3.0316 -1.3503 0.2449
C 3.6679 -1.3056 -0.8272
C 3.2519 -2.3721 -1.8250
H 3.9172 -2.4320 -2.7624
H 2.2320 -2.0199 -2.4261
C 3.0341 -3.4832 -0.9447
C 2.4200 -2.9889 0.2667
H 2.6914 -3.4373 1.2176
H 1.3916 -2.5920 0.2923
H 2.3484 -4.2585 -1.5467
H 3.9556 -3.9870 -0.4809
H 3.5573 -0.2137 -1.2878
H 4.7030 -1.2879 -0.6567
H 5.0715 0.3265 1.1111
H 5.5197 2.8170 0.8263
H 3.8403 4.4446 0.3170
H 1.4838 3.7456 0.4821
H 0.3702 0.7662 1.4965
H -0.5901 -1.3640 0.9951
H -2.8942 -2.3303 1.6923
H -7.0333 -1.7415 1.3417
H -6.6387 0.2061 1.1390

Which one sits at the top of the stability order? B) does.

A) 13
Properties=species:S:1:pos:R:3 method="wB97M-V/def2-TZVPD" charge=+1 e_homo_ev="-13.0132 / -13.0128" s2=0.759 multiplicity=2
C 0.7539 2.1857 2.0517
N -0.5075 2.3255 2.1089
H 1.3359 2.1383 2.9698
H 1.2889 2.1290 1.0996
H -0.8916 2.0496 1.2028
C -1.2625 -0.9342 -1.3355
C 0.9734 -1.9614 -1.0150
N -0.2083 -1.9486 -1.3999
H -2.2427 -1.2980 -1.6342
H -1.3664 -0.7031 -0.2654
H -0.9254 -0.1056 -1.9505
H 1.6799 -2.5287 -1.6323
H 1.3725 -1.3485 -0.2001

B) 13
Properties=species:S:1:pos:R:3 method="wB97M-V/def2-TZVPD" charge=+1 e_homo_ev="-14.1234 / -14.1093" s2=0.766 multiplicity=2
C 2.8592 0.0460 -0.7608
N 1.7511 0.0967 -0.1605
H 3.4889 -0.8381 -0.6828
H 3.1499 0.8058 -1.4851
H 1.2675 0.9767 -0.3035
C -1.7353 1.1254 0.7028
C -1.9171 -0.0674 0.0708
N -1.1906 -1.1867 0.2802
H -1.1212 1.2541 1.5841
H -2.3296 1.9094 0.2523
H -2.5934 -0.0921 -0.7714
H -0.2370 -1.0835 0.6605
H -1.1521 -1.7497 -0.5631

Which one sits at the top of the stability order? B) does.